Density functional theory data (ωB97M-V/def2-TZVPD) for 2 unconnected molecules or ions with the total composition C8HF7NO3 at a distorted geometry.

Geometry as XYZ:
```
20
Properties=species:S:1:pos:R:3:nbo_charge:R:1
F 4.254 0.300 -1.005 -0.35
F 3.334 -0.643 0.769 -0.34
O 1.969 2.448 0.044 -0.72
O -1.857 -2.718 -1.473 -0.46
F -0.187 -0.525 2.364 -0.27
N 1.341 0.365 -0.863 -0.94
C -1.788 0.620 1.035 0.40
C 2.103 1.264 -0.259 0.53
C -2.568 -0.499 -1.029 0.28
C -1.799 -1.712 -0.755 0.39
H 0.495 0.802 -1.247 0.31
C -0.940 -0.553 1.255 0.30
C -0.952 -1.633 0.435 0.34
F -3.280 1.678 -0.486 -0.28
F -0.200 -2.714 0.692 -0.28
C -2.559 0.577 -0.207 0.29
F 4.263 1.347 0.932 -0.35
O -1.845 1.567 1.829 -0.43
C 3.517 0.542 0.124 0.88
F -3.301 -0.514 -2.157 -0.28
```

## Properties
ΔE to the lowest compared entry with this formula, charge and spin ... 0.0 kJ/mol
E_HOMO ... -4.57 eV
HOMO-LUMO gap ... 4.754 eV
Lowest unoccupied orbital energy ... 0.18 eV
Charge ... -1

=====

Density functional theory data (ωB97M-V/def2-TZVPD) for 10 unconnected molecules or ions with the total composition C90H190N10O10 at a distorted geometry.

Geometry as XYZ:
```
300
Properties=species:S:1:pos:R:3:lowdin_charge:R:1
C -17.155 5.888 28.375 -0.11
H -15.698 0.128 10.250 0.07
C -12.325 16.037 29.886 -0.04
H -14.896 0.061 8.776 0.06
H -16.175 7.827 16.745 0.08
H -23.376 12.335 31.440 0.10
H -24.484 10.134 8.955 0.08
H -26.090 7.969 7.855 0.10
C -9.999 17.738 15.774 -0.15
N -12.661 15.741 27.393 -0.11
C -12.910 16.255 26.010 -0.45
C -16.634 5.543 29.764 -0.20
H -19.899 9.215 16.180 0.09
H -19.429 15.957 11.812 0.09
H -5.502 7.954 10.560 0.07
C -17.410 10.949 18.590 -0.53
C -16.871 1.278 8.970 -0.37
H -11.329 17.795 28.378 0.11
H -17.105 3.388 6.333 0.11
C -8.029 6.917 9.581 -0.01
H -10.326 10.051 12.239 0.11
H -23.178 7.277 28.767 0.08
H -15.920 11.406 15.984 0.09
H -20.635 18.509 14.161 0.08
H -25.713 3.998 20.927 0.07
H -11.069 6.427 12.534 0.08
H -14.667 4.887 26.070 0.08
H -15.311 5.092 8.696 0.07
C -19.851 18.779 13.454 -0.04
C -16.757 4.085 30.032 -0.20
H -24.122 6.181 18.561 0.12
H -18.982 7.697 16.549 0.08
C -9.623 7.928 12.354 -0.41
H -22.353 10.176 31.049 0.11
C -6.212 8.722 10.251 -0.02
C -14.460 16.118 25.664 -0.02
C -18.979 8.652 16.024 -0.06
H -18.438 2.434 10.052 0.07
N -16.292 2.696 8.974 -0.14
C -13.041 16.494 28.627 -0.49
H -12.178 19.519 26.848 0.12
C -15.993 10.603 19.149 -0.03
O -25.148 7.874 7.694 -0.01
C -16.566 5.018 27.230 -0.45
H -25.260 7.521 18.891 0.12
H -17.151 4.386 25.179 0.08
H -12.008 16.742 13.086 0.07
H -19.283 11.349 19.302 0.09
H -24.421 12.248 30.110 0.09
H -18.253 12.642 17.626 0.11
H -7.531 7.078 8.625 0.08
C -23.651 5.346 7.986 -0.03
H -16.359 4.056 31.046 0.13
H -15.872 1.171 28.727 0.08
H -9.885 15.105 16.232 0.08
C -27.143 7.978 22.325 -0.05
H -26.147 4.070 8.764 0.08
H -14.323 1.660 6.919 0.07
H -16.114 3.983 10.243 0.10
H -10.950 15.383 25.156 0.08
C -25.670 6.132 22.936 -0.05
H -26.842 5.590 9.434 0.08
C -15.536 3.037 7.845 -0.52
C -26.761 5.315 18.354 -0.04
H -8.242 10.312 10.137 0.11
O -21.655 17.224 11.393 0.00
H -15.276 10.568 18.329 0.08
H -21.420 11.916 30.082 0.12
H -15.092 16.926 28.070 0.06
H -10.751 18.113 16.468 0.11
H -17.629 10.508 14.586 0.12
H -22.089 9.338 9.757 0.09
H -23.944 11.244 26.649 0.08
C -18.500 18.515 9.790 -0.14
C -16.320 2.656 6.521 -0.13
H -28.514 6.123 20.361 0.10
C -14.152 2.371 7.728 -0.02
H -10.981 14.423 15.102 0.07
H -8.269 9.368 8.822 0.11
H -12.424 18.585 29.061 0.11
C -24.400 5.269 10.336 -0.16
C -15.145 5.509 26.827 -0.04
O -12.813 14.338 27.602 -0.02
H -25.329 5.319 10.905 0.10
H -10.656 8.558 9.673 0.09
O -7.399 7.270 12.635 -0.03
H -26.626 8.707 22.950 0.08
C -17.475 5.066 25.967 -0.03
C -20.182 16.841 9.026 -0.03
H -25.284 8.688 20.651 0.12
H -25.224 9.219 27.831 0.09
N -26.771 6.295 20.591 -0.12
H -17.331 20.241 10.635 0.11
C -16.939 11.781 16.082 -0.16
H -10.028 15.230 12.705 0.10
H -5.924 9.722 10.575 0.08
H -18.970 8.329 14.983 0.08
H -11.587 8.925 11.761 0.11
C -16.860 1.225 6.458 -0.21
H -7.752 16.185 11.852 0.08
H -17.652 1.387 11.113 0.07
H -20.206 11.093 27.828 0.09
H -27.457 6.150 18.270 0.08
H -18.199 5.579 28.432 0.12
H -10.441 18.880 12.466 0.06
H -15.198 6.548 26.503 0.08
H -21.859 20.336 11.296 0.08
C -23.518 11.999 27.310 -0.03
H -21.111 11.453 26.438 0.07
H -16.133 -0.972 8.877 0.08
C -24.785 5.838 8.924 -0.47
H -17.008 12.596 15.360 0.10
C -19.490 17.450 10.271 -0.50
H -25.856 9.391 9.749 0.07
O -15.976 2.667 26.698 -0.03
H -14.570 15.912 24.599 0.07
H -17.822 3.854 30.023 0.12
H -18.070 12.254 20.338 0.08
H -22.680 8.748 8.201 0.09
H -11.305 16.420 29.876 0.08
H -20.772 12.766 27.239 0.08
H -23.993 9.889 31.448 0.11
N -9.399 16.468 13.854 -0.14
N -24.804 7.329 8.909 -0.15
H -14.326 5.380 27.534 0.06
H -17.600 18.054 9.384 0.12
H -12.979 18.113 24.905 0.12
C -17.911 10.712 15.619 -0.17
H -17.266 5.908 30.573 0.12
H -20.500 15.804 9.136 0.08
O -9.325 15.186 13.357 -0.02
H -22.711 5.755 8.357 0.07
H -21.852 7.704 9.305 0.07
H -9.478 5.785 11.863 0.08
H -28.017 7.586 22.845 0.08
H -14.907 15.552 29.283 0.09
H -19.607 20.565 10.545 0.11
H -17.451 1.229 5.542 0.12
H -24.082 4.227 10.298 0.12
H -12.124 15.938 24.026 0.08
C -26.181 5.156 8.683 -0.03
H -20.903 17.482 8.520 0.09
H -23.288 12.878 26.708 0.09
H -14.983 15.246 26.058 0.08
H -16.289 5.103 7.302 0.08
C -12.407 17.875 28.234 -0.15
H -15.604 9.344 16.102 0.07
H -9.234 9.028 14.034 0.08
H -16.073 9.652 19.674 0.07
C -18.305 11.345 19.783 -0.03
N -20.593 18.067 11.080 -0.13
H -25.377 10.524 28.709 0.06
C -16.622 1.776 29.236 -0.05
C -21.019 11.734 27.487 -0.03
C -18.042 19.466 10.921 -0.17
C -23.463 11.864 30.461 -0.16
C -12.502 17.705 25.796 -0.18
H -22.407 7.813 30.238 0.08
H -10.117 19.661 14.690 0.10
H -19.263 17.862 13.493 0.07
C -8.571 9.308 9.867 -0.15
H -21.539 20.723 12.943 0.08
H -14.612 4.919 7.173 0.08
N -22.589 9.938 28.387 -0.18
H -18.936 0.853 9.960 0.07
C -22.314 12.160 29.509 -0.18
C -25.210 4.166 19.975 -0.02
C -21.649 19.878 12.263 -0.05
H -24.117 7.493 30.251 0.08
C -17.665 1.012 7.645 -0.19
C -15.907 0.050 9.183 -0.02
H -16.779 2.266 26.356 0.10
H -27.385 4.454 18.593 0.08
H -9.091 6.689 9.681 0.06
H -18.525 5.040 26.258 0.08
H -13.653 1.991 8.620 0.08
C -12.026 15.474 25.007 -0.05
C -20.293 19.142 12.018 -0.51
H -18.469 0.277 7.618 0.13
H -18.917 11.098 15.454 0.12
C -22.589 8.506 9.260 -0.05
H -6.708 17.687 11.968 0.09
H -11.634 15.604 16.257 0.08
H -18.416 1.799 7.574 0.11
C -8.373 18.637 14.190 -0.18
C -23.961 8.185 9.839 -0.47
H -6.195 8.785 9.163 0.06
H -16.524 12.862 17.948 0.11
C -18.019 1.429 10.088 -0.03
H -19.284 19.582 13.925 0.08
H -23.465 5.674 12.243 0.11
C -7.716 8.190 10.472 -0.47
N -8.109 8.107 11.903 -0.14
H -26.143 5.198 17.464 0.09
H -15.582 5.754 29.960 0.10
H -27.407 8.709 21.560 0.08
C -24.821 6.604 19.283 -0.17
H -22.493 6.166 10.760 0.09
H -10.721 6.692 10.894 0.06
O -27.960 5.657 20.991 -0.01
H -22.473 19.340 12.732 0.08
H -11.444 17.711 25.535 0.12
H -11.975 14.057 27.228 0.09
H -18.210 10.555 20.528 0.08
C -18.745 16.442 11.115 -0.04
C -23.898 7.584 11.234 -0.14
H -24.762 10.108 10.765 0.08
C -24.781 9.552 9.828 -0.03
H -7.478 6.122 10.083 0.08
H -24.369 12.362 27.887 0.07
C -7.418 17.024 12.462 -0.04
C -25.888 5.546 19.628 -0.46
H -7.428 18.419 14.688 0.11
C -9.811 8.120 13.860 -0.06
C -24.973 7.877 21.309 -0.14
H -16.152 0.405 6.334 0.11
H -26.455 5.650 23.520 0.09
H -14.117 4.335 29.562 0.06
N -16.489 3.546 27.671 -0.12
H -17.995 16.834 11.802 0.07
H -14.153 3.029 28.351 0.07
H -16.783 1.560 30.292 0.09
H -8.008 19.539 13.699 0.11
C -12.775 18.612 26.940 -0.17
C -9.586 18.352 12.044 -0.04
H -17.354 5.996 25.410 0.08
H -19.346 16.739 8.334 0.08
H -12.324 14.948 29.912 0.08
C -14.550 16.517 28.923 -0.02
C -23.315 7.911 29.642 -0.02
H -13.471 3.107 7.301 0.07
H -14.667 17.174 29.786 0.08
H -15.781 2.919 5.611 0.12
H -24.924 5.370 22.712 0.08
H -23.272 7.906 19.808 0.11
H -24.847 7.755 11.743 0.12
O -15.644 3.155 10.117 0.00
H -6.951 7.783 13.312 0.11
H -16.941 6.902 28.037 0.12
H -12.805 17.121 14.536 0.07
H -24.137 4.070 20.139 0.08
H -23.213 8.279 11.719 0.12
C -14.491 3.336 29.341 0.00
H -10.140 17.670 11.399 0.07
C -17.279 12.151 17.611 -0.09
C -10.771 15.345 15.644 -0.02
H -23.010 9.611 26.734 0.08
H -17.462 18.888 11.641 0.09
C -16.088 3.161 29.043 -0.50
H -25.508 3.274 19.424 0.07
C -23.563 9.431 29.387 -0.49
H -24.459 8.161 22.227 0.11
H -19.042 20.996 12.184 0.12
C -16.470 8.683 16.138 -0.03
C -26.141 6.933 21.777 -0.50
H -26.504 5.304 7.652 0.07
H -18.288 15.709 10.450 0.09
H -23.591 4.258 7.970 0.08
H -18.948 19.106 8.991 0.12
H -25.575 9.090 29.656 0.09
C -15.460 4.560 7.756 -0.04
C -10.515 9.115 11.714 -0.14
H -13.844 18.791 27.060 0.11
H -12.749 16.465 30.795 0.09
H -15.694 11.363 19.871 0.08
H -10.840 8.342 14.141 0.09
C -8.693 17.589 13.066 -0.44
H -15.009 17.043 25.838 0.07
H -17.582 1.491 28.803 0.09
H -12.336 14.434 24.903 0.08
H -6.836 16.501 13.222 0.09
C -23.941 7.239 20.353 -0.19
H -17.036 8.340 18.582 0.07
C -19.315 20.176 11.520 -0.13
H -10.506 10.273 9.982 0.10
H -14.199 2.639 30.127 0.08
H -9.365 7.341 14.479 0.08
C -24.980 9.519 28.850 -0.05
C -10.227 6.577 11.858 -0.04
C -23.472 6.080 11.231 -0.16
O -22.364 9.203 27.314 0.01
O -17.935 8.636 18.739 -0.01
H -22.274 17.310 10.665 0.10
H -23.899 5.772 7.014 0.08
C -10.104 9.297 10.254 -0.17
C -11.832 17.212 14.054 -0.02
H -16.390 8.035 15.265 0.09
H -9.367 17.285 16.537 0.11
H -22.371 13.241 29.378 0.12
C -17.746 9.438 16.502 -0.46
C -22.393 11.442 28.182 -0.45
H -11.626 18.276 13.933 0.05
H -25.182 6.767 23.675 0.08
C -9.378 19.059 15.220 -0.17
H -8.837 19.750 15.867 0.12
H -23.288 6.569 20.911 0.10
N -17.979 9.782 17.967 -0.12
C -23.362 10.272 30.647 -0.11
H -9.058 18.709 11.159 0.08
C -10.538 16.699 14.806 -0.44
```

## Properties
ΔE to the lowest compared entry with this formula, charge and spin ... 1375.2 kJ/mol
E_HOMO ... -7.77 eV
HOMO-LUMO gap ... 7.915 eV
Lowest unoccupied orbital energy ... 0.14 eV